No. 1
Computed, not measured: a molecular structure, C3H6IN3 at a distorted geometry, with ωB97M-V with the def2-TZVPD basis set.

Geometry as ORCA input:
```
! wB97M-V def2-TZVPD RIJCOSX def2/J DEFGRID3
* xyz 0 1
C 0.4722 -0.9552 2.6010
C 0.7247 -1.0525 1.2903
C 0.0521 -0.1512 0.2679
N 0.5723 -0.1945 -0.8688
N -1.4265 1.0342 -1.7862
N 0.0766 0.2888 -1.9192
I 1.4153 1.5799 -2.7819
H 0.9404 -1.4123 3.4588
H -0.2910 -0.2876 3.1550
H 1.2532 -1.9261 0.8308
H -0.7185 0.5030 0.5193
H -1.2281 1.9804 -2.1359
H -1.8427 0.5931 -2.6309
*
```

ΔE to the lowest compared entry with this formula, charge and spin = 191.8 kJ/mol
HOMO-LUMO gap = 7.717 eV

=====

No. 2
Computed, not measured: 2 unconnected molecules or ions with the total composition CHClF3N at a distorted geometry, with ωB97M-V with the def2-TZVPD basis set.

Geometry as ORCA input:
```
! wB97M-V def2-TZVPD RIJCOSX def2/J DEFGRID3
* xyz 0 1
C -1.3065 -0.2146 0.0672
N 1.4861 0.4284 -0.0944
F -2.0128 0.9161 -0.0266
F 1.6425 0.9948 1.1899
F 2.0361 -0.8168 -0.0259
Cl -1.8472 -1.2434 -1.1350
H 0.0017 -0.0644 0.0250
*
```

ΔE to the lowest compared entry with this formula, charge and spin = 513.0 kJ/mol
HOMO-LUMO gap (spin up / spin down) = 10.060 / 6.914 eV

=====

No. 3
Computed, not measured: a molecular structure, C30H39AuN12OSi, with ωB97M-V with the def2-TZVPD basis set.

Geometry as ORCA input:
```
! wB97M-V def2-TZVPD RIJCOSX def2/J DEFGRID3
* xyz 2 1
Au -1.4602 -1.0450 0.1187
C 3.4329 -2.3035 2.9453
N 2.0363 -2.0027 2.5791
C 1.4742 -1.9094 1.3819
N 0.2193 -1.4803 1.5236
C 0.0801 -1.3352 2.8745
N 1.1618 -1.6355 3.5341
C 4.2648 -1.0480 3.0228
C 4.8656 -0.6677 4.2153
C 5.6208 0.4981 4.2754
C 5.7630 1.3017 3.1576
C 5.1570 0.9238 1.9619
C 4.4236 -0.2547 1.8980
C 5.2624 1.7587 0.7698
N 5.8736 2.8740 0.5842
N 5.6109 3.2551 -0.7260
C 4.8638 2.3393 -1.2290
O 4.5941 1.3500 -0.3379
C 4.2562 2.2221 -2.5500
C 4.3617 3.2359 -3.4994
C 3.7425 3.0818 -4.7289
C 3.0060 1.9361 -5.0147
C 2.9059 0.9253 -4.0693
C 2.1168 -0.3326 -4.3220
N 0.9135 -0.3934 -3.4694
C 0.8122 -0.6723 -2.1780
N -0.4530 -0.5228 -1.7896
C -1.0883 -0.1374 -2.9390
N -0.2885 -0.0460 -3.9637
C 3.5452 1.0698 -2.8495
H 3.8086 -3.0174 2.2122
H 3.3798 -2.7970 3.9124
H 1.9758 -2.1591 0.4634
H -0.8235 -1.0041 3.3584
H 4.7482 -1.2795 5.1011
H 6.0923 0.7833 5.2056
H 6.3357 2.2186 3.1963
H 3.9824 -0.5448 0.9518
H 4.9252 4.1290 -3.2649
H 3.8262 3.8625 -5.4723
H 2.5182 1.8331 -5.9761
H 2.7043 -1.2256 -4.1094
H 1.7512 -0.3949 -5.3432
H 1.6435 -0.9673 -1.5631
H -2.1455 0.0531 -3.0148
H 3.5147 0.2727 -2.1173
C -3.8793 0.5881 1.4413
N -4.5433 1.8511 1.6047
C -3.5691 2.8513 2.0532
N -2.5001 3.0165 1.0633
C -1.8189 1.7657 0.8851
N -2.7759 0.6847 0.4130
C -3.3896 1.1916 -0.8765
N -4.0634 2.4431 -0.6813
C -5.1159 2.2772 0.3248
C -3.0941 3.4372 -0.2090
H -4.5820 -0.1785 1.1099
H -3.4256 0.2958 2.3875
H -3.1400 2.5382 3.0062
H -4.0727 3.8056 2.1979
H -1.3825 1.4337 1.8295
H -1.0328 1.8641 0.1337
H -4.0837 0.4312 -1.2350
H -2.5730 1.3272 -1.5864
H -5.8343 1.5314 -0.0189
H -5.6370 3.2234 0.4599
H -3.5956 4.3935 -0.0711
H -2.3084 3.5613 -0.9556
C -2.5160 -3.7688 -1.3343
Si -3.6443 -3.3100 0.0984
C -4.0444 -4.7836 1.1742
C -5.1828 -2.4498 -0.4928
C -2.6029 -2.2588 1.3506
H -2.9867 -4.5860 -1.8892
H -1.5357 -4.1338 -1.0200
H -2.3813 -2.9611 -2.0566
H -4.6443 -5.4771 0.5767
H -4.6384 -4.5065 2.0456
H -3.1558 -5.3190 1.5078
H -5.7875 -3.1876 -1.0279
H -4.9894 -1.6416 -1.1998
H -5.8051 -2.0725 0.3209
H -1.8320 -2.8755 1.8153
H -3.1473 -1.7489 2.1390
*
```

ΔE to the lowest compared entry with this formula, charge and spin = 0.0 kJ/mol
HOMO-LUMO gap = 4.979 eV

=====

No. 4
Computed, not measured: a molecular structure, C36H38F3N5O8SeSiTi at a distorted geometry, with ωB97M-V with the def2-TZVPD basis set.

Geometry as ORCA input:
```
! wB97M-V def2-TZVPD RIJCOSX def2/J DEFGRID3
* xyz -2 3
Ti -0.0774 0.4999 1.0695
C -0.0113 4.2481 1.2592
C 0.3525 3.3456 0.0881
O -0.1726 2.1119 0.1786
N -0.0114 3.9687 -1.1642
C 0.2933 3.1620 -2.3365
C -0.8523 2.3986 -2.9777
C -0.5970 1.7519 -4.1890
C -1.5887 0.9903 -4.7722
C -2.8171 0.8950 -4.1351
C -2.9850 1.5882 -2.9482
N -2.0347 2.3319 -2.3828
H -0.0829 3.6452 2.1615
H -0.9738 4.7172 1.0549
H 0.7583 5.0047 1.4075
H 0.4763 4.8540 -1.2073
H 1.0827 2.4379 -2.1106
H 0.6994 3.8211 -3.1095
H 0.3853 1.8228 -4.6414
H -1.4005 0.4633 -5.7008
H -3.6199 0.2891 -4.5349
H -3.9226 1.5335 -2.4051
O 0.1852 -0.9535 2.2483
N 0.4677 -0.7542 3.5404
N 0.3046 0.5539 3.7867
O -0.1229 1.3471 2.7874
C 0.5579 1.0851 5.0246
C 0.9262 0.2527 6.0961
C 1.1612 0.8081 7.3408
C 1.0393 2.1763 7.5573
C 0.6809 2.9923 6.4869
C 0.4426 2.4674 5.2321
H 1.0206 -0.8096 5.9286
H 1.4452 0.1558 8.1595
H 1.2278 2.5997 8.5363
H 0.5960 4.0636 6.6297
H 0.1993 3.0995 4.3927
F -7.1187 0.1830 0.3359
C -6.4473 0.0344 1.5317
F -6.8900 -1.1345 2.0623
F -7.0088 1.0238 2.3192
C -5.0000 0.1022 1.4075
C -4.3725 1.2120 0.7679
C -3.0169 1.2678 0.6620
N -2.1696 0.3010 1.1460
C -2.7789 -0.7515 1.7950
C -4.1279 -0.8822 1.9359
H -4.9638 2.0172 0.3480
H -2.5348 2.0896 0.1513
H -2.1085 -1.4979 2.1984
H -4.5173 -1.7494 2.4527
C -0.6720 -3.7990 -0.1083
C -0.3316 -3.2955 -1.5179
C 0.3039 -4.4414 -2.3064
C -1.6309 -2.8354 -2.1905
Si 0.8073 -1.7901 -1.2803
O -0.0018 -0.7018 -0.4319
C 2.4179 -2.4360 -0.5228
C 3.4314 -2.9317 -1.3476
C 4.5927 -3.4829 -0.8223
C 4.7679 -3.5418 0.5529
C 3.7761 -3.0513 1.3909
C 2.6137 -2.5089 0.8591
C 1.4158 -1.0245 -2.9075
C 2.3286 0.0274 -2.7512
C 2.9358 0.6303 -3.8422
C 2.6417 0.1940 -5.1291
C 1.7325 -0.8372 -5.3098
C 1.1292 -1.4357 -4.2078
H -1.4248 -4.5959 -0.1699
H -1.0725 -2.9992 0.5174
H 0.2097 -4.2054 0.3947
H -0.3920 -5.2897 -2.3590
H 1.2215 -4.7919 -1.8272
H 0.5543 -4.1578 -3.3316
H -2.3496 -3.6646 -2.2338
H -1.4671 -2.4820 -3.2125
H -2.0902 -2.0188 -1.6287
H 3.3206 -2.8754 -2.4265
H 5.3662 -3.8521 -1.4869
H 5.6796 -3.9559 0.9690
H 3.9106 -3.0742 2.4658
H 1.8569 -2.1162 1.5263
H 2.5819 0.3660 -1.7493
H 3.6416 1.4380 -3.6858
H 3.1182 0.6580 -5.9856
H 1.4926 -1.1804 -6.3105
H 0.4218 -2.2390 -4.3771
O 4.1833 2.1837 0.5703
Se 2.6897 2.1886 1.1524
O 1.8403 3.2217 0.0153
O 1.9854 0.6969 0.9706
O 2.4862 2.8264 2.6102
*
```

ΔE to the lowest compared entry with this formula, charge and spin = 23.1 kJ/mol
HOMO-LUMO gap (spin up / spin down) = 4.312 / 7.176 eV

=====

No. 5
Computed, not measured: a molecular structure, C21H22Br2GeMnN3O2 at a distorted geometry, with ωB97M-V with the def2-TZVPD basis set.

Geometry as ORCA input:
```
! wB97M-V def2-TZVPD RIJCOSX def2/J DEFGRID3
* xyz 1 4
Mn 0.0150 -0.0209 1.3130
O 5.0709 1.7265 -2.8341
C 4.3430 2.5580 -2.2798
O 4.2521 3.7914 -2.2620
C 3.1145 1.8716 -1.5574
C 3.1123 0.4943 -1.3433
C 2.0816 -0.0610 -0.6301
N 1.0692 0.6994 -0.1679
C 1.0613 2.0304 -0.3582
C 2.0734 2.6467 -1.0534
C -0.0618 2.6931 0.3362
C -0.3797 4.0222 0.1639
C -1.4121 4.5719 0.9082
C -2.0966 3.7728 1.8081
C -1.7443 2.4440 1.9181
N -0.7598 1.9033 1.1932
C 1.9731 -1.4689 -0.1988
C 2.7321 -2.4925 -0.7288
C 2.5809 -3.7742 -0.2254
C 1.6722 -4.0000 0.7997
C 0.9303 -2.9404 1.2698
N 1.0629 -1.7007 0.7799
H 3.9462 -0.0809 -1.7300
H 2.1300 3.7206 -1.1917
H 0.1799 4.6204 -0.5412
H -1.6738 5.6158 0.7875
H -2.8983 4.1616 2.4199
H -2.2701 1.7856 2.5919
H 3.4268 -2.2826 -1.5306
H 3.1696 -4.5880 -0.6295
H 1.5330 -4.9812 1.2313
H 0.2081 -3.0793 2.0630
Br 1.5425 0.5702 3.2334
C -0.1784 -0.3591 3.2559
Br -3.2801 -0.5155 2.0579
H -0.8878 0.2252 3.8263
H -0.0316 -1.3460 3.6733
C -0.7508 -1.4928 -2.0483
Ge -2.2815 -1.3484 -0.8524
C -3.2589 -3.0225 -0.7978
C -3.4070 0.1382 -1.3858
C -1.7131 -1.0939 1.0762
H -1.1310 -1.5126 -3.0715
H -0.1868 -2.4121 -1.8802
H -0.0890 -0.6346 -1.9598
H -3.6235 -3.2213 -1.8084
H -4.1146 -2.9543 -0.1263
H -2.6235 -3.8540 -0.4895
H -3.6848 -0.0056 -2.4315
H -2.8827 1.0916 -1.2960
H -4.3143 0.1730 -0.7854
H -1.5450 -2.0843 1.4884
*
```

ΔE to the lowest compared entry with this formula, charge and spin = 0.0 kJ/mol
HOMO-LUMO gap (spin up / spin down) = 5.270 / 5.685 eV

=====

No. 6
Computed, not measured: 5 unconnected molecules or ions with the total composition C3H15NO6 at a distorted geometry, with ωB97M-V with the def2-TZVPD basis set.

Geometry as ORCA input:
```
! wB97M-V def2-TZVPD RIJCOSX def2/J DEFGRID3
* xyz 0 1
N 0.8720 2.2927 0.1255
C 0.3324 1.1253 0.5693
O -0.8931 1.0414 0.5073
C 1.2595 0.0036 0.8875
C 0.8572 -1.2822 0.0291
O 0.1539 -2.2701 0.7026
H 0.1387 2.9047 -0.2084
H 1.7942 2.6008 -0.1326
H 2.3321 0.1379 0.8175
H 1.0958 -0.2148 1.9486
H 0.2521 -0.7156 -0.7324
H 1.7778 -1.5923 -0.4529
H -0.8156 -2.2262 0.5802
O -2.1957 -1.2559 -0.0536
H -2.0361 -0.3627 0.3051
H -3.1546 -1.3350 -0.0882
O -0.5228 -0.9260 3.4504
H -1.0111 -0.0903 3.2975
H -0.4423 -1.3436 2.5829
O 1.7321 1.9086 -2.5635
H 1.2232 2.6522 -2.2174
H 1.0575 1.4386 -3.0739
O -0.9033 -0.4213 -2.7892
H -1.2313 -0.6013 -3.6752
H -1.1589 -1.1660 -2.2468
*
```

ΔE to the lowest compared entry with this formula, charge and spin = 128.5 kJ/mol
HOMO-LUMO gap = 10.511 eV
SMILES string = NC(=O)CCO.O.O.O.O